[1]
Formula: CH3N4Si
Source: the OMol25 dataset
Level of theory: ωB97M-V/def2-TZVPD

Frontier orbital gap = 8.367 eV
Relative energy (zero: lowest compared OMol25 entry of this formula, charge and spin) = 143.0 kJ/mol
LUMO energy = 3.851 eV
Charge = -1
Multiplicity = 1
E = -14922.221 eV

```
9
Properties=species:S:1:pos:R:3:forces:R:3
Si -0.207381 -0.013518 0.004906 -3.19 -0.18 0.18
N -4.211361 0.512952 -0.001744 1.69 4.43 0.00
N -2.735407 1.243403 -0.002952 -2.89 -2.01 -0.02
N -2.740225 -1.023847 0.009443 2.19 -2.10 0.04
N -3.968589 -0.676711 0.008364 -3.05 -1.99 -0.03
C -2.071993 0.123887 0.001986 2.17 1.63 0.13
H 0.424896 0.659445 1.013259 1.18 1.39 2.11
H 0.124402 -1.350063 0.106122 0.66 -2.25 0.22
H 0.328946 0.446504 -1.154963 1.23 1.07 -2.62
```
Positions in Å, forces in eV/Å.



[2]
Formula: CH3N5
Source: the OMol25 dataset
Level of theory: ωB97M-V/def2-TZVPD

Frontier orbital gap = 10.080 eV
Relative energy (zero: lowest compared OMol25 entry of this formula, charge and spin) = 251.1 kJ/mol
LUMO energy = 0.404 eV
Multiplicity = 1
E = -8532.492 eV
SMILES = [H]/N=c1/nn[nH][nH]1

```
9
Properties=species:S:1:pos:R:3:forces:R:3
N -0.614754 -0.572603 -0.165488 -3.10 0.62 0.81
N 1.465004 -0.860680 0.932910 3.17 -2.69 2.51
N -0.970797 0.566740 -1.031543 -2.14 1.91 2.11
N 1.080227 0.909906 -0.354707 1.99 0.07 0.77
N 0.185190 1.384898 -0.977752 -2.55 2.07 -2.28
C 0.659983 -0.293463 0.237187 -0.67 0.87 -0.99
H -1.795669 1.284700 -0.569086 2.73 -2.75 -1.52
H -1.270774 -0.624605 0.668712 1.03 -0.13 -1.58
H 1.261589 -1.794892 1.259767 -0.47 0.04 0.18
```
Positions in Å, forces in eV/Å.



[3]
Formula: CH3N5S2
Source: the OMol25 dataset
Level of theory: ωB97M-V/def2-TZVPD

Frontier orbital gap = 8.892 eV
Relative energy (zero: lowest compared OMol25 entry of this formula, charge and spin) = 189.9 kJ/mol
LUMO energy = 0.190 eV
Multiplicity = 1
E = -30201.926 eV
SMILES = S/N=c1/[nH]nnn1S

```
11
Properties=species:S:1:pos:R:3:forces:R:3
S -2.387365 -0.187954 0.653952 0.07 0.13 -0.09
S 0.642165 0.113017 2.210429 -1.48 -1.66 0.43
N 2.101466 -0.285292 -0.053023 -1.82 -0.95 -1.97
N 0.765155 0.390108 -1.701615 -0.81 -3.63 -3.05
N -1.369393 0.108317 -0.719440 -0.04 0.76 -0.04
N 0.840948 -0.028503 0.524981 -0.74 0.65 -2.62
N 1.988335 -0.259384 -1.330605 0.54 1.77 2.33
C -0.109912 0.210949 -0.644267 0.64 -0.80 2.59
H -2.558140 1.055701 1.193684 0.33 -0.37 -0.45
H -0.321696 -1.036802 2.613856 2.14 2.06 -1.28
H 0.408437 -0.080155 -2.747953 1.18 2.04 4.15
```
Positions in Å, forces in eV/Å.



[4]
Formula: CH3N5Se
Source: the OMol25 dataset
Level of theory: ωB97M-V/def2-TZVPD

Frontier orbital gap (alpha / beta) = 7.739 / 7.737 eV
Relative energy (zero: lowest compared OMol25 entry of this formula, charge and spin) = 256.5 kJ/mol
LUMO energy (alpha / beta) = -0.283 / -0.286 eV
Multiplicity = 1
E = -73876.505 eV

```
10
Properties=species:S:1:pos:R:3:forces:R:3
Se 3.057563 -0.981670 0.123206 0.09 0.32 1.13
N 0.227040 1.800287 -0.100666 1.07 3.14 0.56
N -2.215553 -0.430805 0.498853 -2.26 2.45 0.32
N -1.077067 0.129960 0.205881 0.38 1.84 0.39
N -1.002946 1.426361 0.270973 -2.33 -4.06 -0.11
N 1.080635 0.943919 -0.179307 1.77 -1.90 -1.75
C 1.791544 0.101639 -0.688667 -0.34 0.19 0.37
H -2.272582 -1.403735 0.402068 0.15 -1.16 -0.26
H -3.116111 0.123312 0.494055 1.55 -0.74 0.09
H 3.527479 -1.709272 -1.026394 -0.09 -0.07 -0.73
```
Positions in Å, forces in eV/Å.



[5]
Formula: CH3NO
Source: the OMol25 dataset
Level of theory: ωB97M-V/def2-TZVPD

Frontier orbital gap = 10.696 eV
Relative energy (zero: lowest compared OMol25 entry of this formula, charge and spin) = 389.4 kJ/mol
LUMO energy = -0.081 eV
Multiplicity = 1
E = -4619.385 eV

```
6
Properties=species:S:1:pos:R:3:forces:R:3
O -1.204200 0.032531 0.082034 1.66 2.21 0.14
N 0.195990 1.053143 -0.089312 -3.03 -2.21 -3.31
C 0.060254 -0.370177 -0.237857 1.37 -1.73 3.43
H 0.082485 -0.909149 -1.124607 0.57 0.07 -2.40
H 0.215154 1.240740 0.855822 0.57 0.36 2.84
H 0.650317 -1.047088 0.513919 -1.14 1.30 -0.70
```
Positions in Å, forces in eV/Å.



[6]
Formula: CH3NO
Source: the OMol25 dataset
Level of theory: ωB97M-V/def2-TZVPD

Frontier orbital gap = 10.279 eV
Relative energy (zero: lowest compared OMol25 entry of this formula, charge and spin) = 203.7 kJ/mol
LUMO energy = 0.812 eV
Multiplicity = 1
E = -4621.310 eV
SMILES = NC=O

```
6
Properties=species:S:1:pos:R:3:forces:R:3
O 0.234522 2.173790 -0.622731 1.00 -8.42 -1.72
N -0.241434 0.119519 0.293633 -1.09 -0.14 0.80
C 0.366170 0.706493 -0.712822 -1.66 9.59 3.15
H 0.929044 0.132626 -1.367361 1.13 -0.62 -1.52
H -0.105850 -0.689274 0.846426 0.86 -1.54 -0.72
H -0.799025 0.717877 0.860721 -0.24 1.13 0.00
```
Positions in Å, forces in eV/Å.



[7]
Formula: CH3NO2
Source: the OMol25 dataset
Level of theory: ωB97M-V/def2-TZVPD

Frontier orbital gap (alpha / beta) = 9.041 / 9.172 eV
Relative energy (zero: lowest compared OMol25 entry of this formula, charge and spin) = 630.5 kJ/mol
LUMO energy (alpha / beta) = -0.464 / -0.369 eV
Multiplicity = 1
E = -6665.130 eV

```
7
Properties=species:S:1:pos:R:3:forces:R:3
O 3.235806 0.494880 -0.430103 -0.87 0.77 -1.23
O -0.339720 -1.677239 -0.414337 -0.55 -0.78 -1.80
N 2.318731 0.200470 0.441584 1.06 0.78 -1.66
C -0.068966 -0.994149 0.509140 0.74 -0.55 2.08
H 2.967976 0.993308 -1.355437 -0.01 -1.47 2.88
H 0.509355 -1.469968 1.362081 -0.36 0.81 -0.37
H -0.400761 0.039142 0.603298 -0.02 0.44 0.10
```
Positions in Å, forces in eV/Å.



[8]
Formula: CH3NO2
Source: the OMol25 dataset
Level of theory: ωB97M-V/def2-TZVPD

Frontier orbital gap (alpha / beta) = 6.843 / 6.835 eV
Relative energy (zero: lowest compared OMol25 entry of this formula, charge and spin) = 749.1 kJ/mol
LUMO energy (alpha / beta) = -2.719 / -2.717 eV
Multiplicity = 1
E = -6663.900 eV

```
7
Properties=species:S:1:pos:R:3:forces:R:3
O -0.592474 -1.027948 -2.192258 -0.15 1.45 2.12
O -1.128461 1.222431 0.124072 1.11 -2.75 0.25
N -0.354710 -0.651107 -1.066532 0.76 -0.47 -1.83
C 0.471987 -0.810970 -0.136997 -1.68 1.07 2.31
H -1.474323 2.054777 -0.146670 -0.65 1.01 -1.01
H 0.180677 -0.436321 0.846158 -0.14 0.76 -0.53
H 1.364674 -1.366363 -0.037087 0.74 -1.07 -1.31
```
Positions in Å, forces in eV/Å.



[9]
Formula: CH3NO2
Source: the OMol25 dataset
Level of theory: ωB97M-V/def2-TZVPD

Frontier orbital gap = 10.084 eV
Relative energy (zero: lowest compared OMol25 entry of this formula, charge and spin) = 387.2 kJ/mol
LUMO energy = 0.694 eV
Multiplicity = 1
E = -6667.651 eV
SMILES = O=CNO

```
7
Properties=species:S:1:pos:R:3:forces:R:3
O -1.628722 -0.814230 -0.079830 3.47 3.76 1.06
O 1.442772 -0.679579 0.063640 2.83 1.96 0.57
N 0.501735 0.241636 -0.142164 -1.25 7.61 -0.50
C -0.880344 0.234111 0.079267 -1.70 -4.39 -0.92
H 1.017932 1.240048 -0.283278 -2.06 -3.30 0.79
H -1.395395 1.185579 0.368671 1.03 -0.32 -0.60
H 0.942020 -1.407562 -0.006307 -2.30 -5.32 -0.40
```
Positions in Å, forces in eV/Å.



[10]
Formula: CH3NO2S
Source: the OMol25 dataset
Level of theory: ωB97M-V/def2-TZVPD

Frontier orbital gap (alpha / beta) = 7.336 / 7.371 eV
Relative energy (zero: lowest compared OMol25 entry of this formula, charge and spin) = 372.3 kJ/mol
LUMO energy (alpha / beta) = -1.029 / -1.078 eV
Multiplicity = 1
E = -17501.611 eV
SMILES = CS(=O)#[N+][O-]

```
8
Properties=species:S:1:pos:R:3:forces:R:3
S 0.704099 -0.646167 -0.307815 -0.53 -0.19 0.20
O 0.727279 -1.943215 0.456848 0.39 1.52 -0.28
O 2.412202 1.565928 0.404222 -2.48 -0.45 -0.35
N 1.275788 1.369975 0.176671 2.46 -0.45 0.56
C -1.029362 -0.095518 -0.111564 0.17 -2.38 -1.62
H -1.393708 -0.902428 0.573909 -0.14 1.45 -0.09
H -1.471165 -0.294256 -1.103055 0.05 -0.52 0.24
H -1.225130 0.945678 -0.089219 0.09 1.02 1.34
```
Positions in Å, forces in eV/Å.



[11]
Formula: CH3NO2S
Source: the OMol25 dataset
Level of theory: ωB97M-V/def2-TZVPD

Frontier orbital gap (alpha / beta) = 9.212 / 6.831 eV
Relative energy (zero: lowest compared OMol25 entry of this formula, charge and spin) = 504.8 kJ/mol
LUMO energy (alpha / beta) = -0.581 / -1.313 eV
Multiplicity = 1
E = -17500.238 eV

```
8
Properties=species:S:1:pos:R:3:forces:R:3
S -1.232329 -0.228937 -0.708627 0.95 -1.42 -0.78
O -0.294956 -1.123326 3.145735 -1.72 0.92 -0.86
O -2.132120 -0.468892 2.045643 1.26 -0.29 1.13
N -0.964210 -0.502506 2.339901 0.79 -0.83 -0.17
C 0.271029 -0.580271 0.050064 0.14 -2.26 -0.64
H -1.254636 0.856059 -0.055474 -0.71 2.35 0.71
H 1.124266 0.087235 0.121113 -0.49 0.31 0.21
H 0.557634 -1.658870 -0.101700 -0.22 1.22 0.40
```
Positions in Å, forces in eV/Å.



[12]
Formula: CH3NO2S
Source: the OMol25 dataset
Level of theory: ωB97M-V/def2-TZVPD

Frontier orbital gap (alpha / beta) = 7.812 / 8.167 eV
Relative energy (zero: lowest compared OMol25 entry of this formula, charge and spin) = 317.2 kJ/mol
LUMO energy (alpha / beta) = -0.283 / -0.554 eV
Multiplicity = 1
E = -17502.182 eV

```
8
Properties=species:S:1:pos:R:3:forces:R:3
S -1.294379 0.248502 1.024630 -0.34 0.10 -1.08
O -2.395289 1.214123 0.765061 0.73 -0.83 -0.25
O 1.507310 -0.167869 -0.771000 0.11 -0.87 -1.61
N -1.025048 -0.904952 -0.242938 -0.27 0.03 1.22
C 1.813203 0.490712 0.126793 -0.32 0.34 1.59
H 2.509908 1.325588 0.126416 0.63 0.69 -0.10
H -0.831115 -0.750035 -1.246366 -0.12 0.50 1.07
H -0.284591 -1.456069 0.217406 -0.43 0.04 -0.83
```
Positions in Å, forces in eV/Å.